Record 1
{
  "formula": "C3H5N3",
  "method": "the ωB97M-V functional and the def2-TZVPD basis",
  "fmax_ev_per_a": 3.311,
  "smiles": "[H]/N=C1/CNC=N1",
  "homo_lumo_gap_ev": 9.733,
  "de_lowest_kj_mol": 210.95,
  "total_charge": 0,
  "spin_multiplicity": 1,
  "e_tot_ha": -281.50970,
  "symbols": ["H", "H", "C", "H", "N", "N", "N", "C", "H", "H", "C"],
  "positions_angstrom": [[-1.44596, 0.62586, -0.73434], [-0.01476, 2.86273, -0.03928], [0.15554, 0.87539, -0.03867], [-0.32560, -0.41082, -1.74419], [-0.21503, -1.33370, 0.15668], [1.12373, 0.38141, 0.84280], [-0.44595, 1.98628, -0.25676], [0.82541, -0.88642, 0.91835], [1.34558, -1.57285, 1.59286], [-0.39297, -2.31796, 0.00971], [-0.60999, -0.20993, -0.70716]],
  "forces_ev_per_angstrom": [[-0.663, -3.244, 0.007], [0.610, 0.282, 0.792], [-0.147, 0.841, -0.215], [0.165, 0.106, 0.108], [-0.564, 0.231, 0.272], [-0.006, -0.102, -0.140], [0.990, 0.604, -0.121], [-0.131, 0.183, -0.029], [-0.149, 0.197, -0.306], [-0.036, 0.384, -0.049], [-0.068, 0.519, -0.317]],
  "nbo_charge": [0.323, 0.358, 0.426, 0.211, -0.590, -0.532, -0.728, 0.306, 0.200, 0.412, -0.385]
}

Record 2
{
  "formula": "C4H8OS",
  "method": "the ωB97M-V functional and the def2-TZVPD basis",
  "fmax_ev_per_a": 2.886,
  "smiles": "CC(C)OC=S",
  "homo_lumo_gap_ev": 9.415,
  "de_lowest_kj_mol": 84.42,
  "total_charge": 0,
  "spin_multiplicity": 1,
  "e_tot_ha": -630.60276,
  "symbols": ["C", "H", "C", "C", "H", "H", "H", "H", "H", "S", "H", "O", "H", "C"],
  "positions_angstrom": [[0.09220, -1.88618, 0.90660], [0.20780, 0.68594, 1.24281], [0.12258, 0.32079, 0.17196], [1.12572, 1.05831, -0.63267], [-1.69483, 1.47100, -0.21063], [-1.98484, -0.28228, 0.14717], [-0.48683, -1.44981, 1.71450], [0.93138, 2.18127, -0.54614], [1.17339, 0.78725, -1.68305], [0.51619, -3.39779, 0.84350], [-1.31873, 0.15997, -1.40341], [0.50569, -0.98620, 0.03744], [2.12591, 0.90553, -0.22453], [-1.31563, 0.43221, -0.36355]],
  "forces_ev_per_angstrom": [[-0.041, 1.296, 0.427], [-0.274, -0.581, -0.916], [-1.366, 1.767, 0.624], [0.653, 2.811, 0.009], [0.141, -0.814, -0.270], [0.258, 0.406, -0.023], [-0.291, 0.003, 0.193], [0.200, -1.387, -0.288], [-0.340, -0.144, -0.079], [0.260, -1.835, -0.021], [0.000, 0.079, -0.566], [0.917, -2.327, -0.265], [-0.034, -0.086, 0.058], [-0.084, 0.811, 1.118]],
  "nbo_charge": [0.017, 0.175, 0.084, -0.614, 0.216, 0.214, 0.164, 0.209, 0.221, -0.008, 0.218, -0.490, 0.223, -0.629]
}

Record 3
{
  "formula": "C35H30Br2HgN7O3S4",
  "method": "the ωB97M-V functional and the def2-TZVPD basis",
  "fmax_ev_per_a": 0.505,
  "homo_lumo_gap_ev": [3.853, 4.866],
  "de_lowest_kj_mol": 145.73,
  "total_charge": -2,
  "spin_multiplicity": 2,
  "e_tot_ha": -8855.06158,
  "symbols": ["N", "S", "C", "C", "C", "H", "H", "C", "C", "H", "C", "Br", "C", "O", "H", "H", "C", "C", "C", "C", "H", "H", "H", "H", "Br", "H", "H", "C", "H", "N", "H", "H", "C", "C", "N", "C", "C", "H", "C", "O", "H", "C", "N", "C", "S", "C", "H", "H", "C", "H", "S", "S", "C", "H", "C", "H", "O", "H", "H", "N", "C", "C", "H", "C", "H", "H", "C", "H", "C", "N", "C", "N", "C", "H", "C", "Hg", "H", "H", "C", "C", "C", "C"],
  "positions_angstrom": [[0.38493, -1.42978, -0.47888], [-7.30279, -0.37448, -0.84010], [1.14158, -2.03051, 3.21845], [-1.66063, -0.71857, -5.27854], [-0.86667, -2.58575, 1.01243], [1.75412, -2.66673, 3.86072], [2.44727, -2.17514, -1.17458], [-1.89659, -2.82046, 1.94029], [2.77430, -1.33965, -1.77787], [-4.81112, -3.36477, 4.39270], [2.44000, 2.51590, 0.85349], [-0.15732, 4.70514, -5.34452], [3.54437, 0.81285, -3.28800], [-0.12529, 0.75901, -1.01957], [4.37215, 2.57743, 5.86394], [1.41350, -0.24740, 4.41958], [4.13251, 1.89496, 2.55640], [2.78965, 3.24107, 4.57390], [-0.29432, 0.07813, 3.16895], [0.59331, -0.83882, 3.99752], [1.16762, 0.20316, 1.64175], [-0.08534, -3.33020, 0.88406], [-4.55024, -1.27152, 3.07764], [-0.73697, 0.85518, 3.79216], [-1.44756, -2.84580, -7.15473], [0.75692, 2.28524, -0.31785], [4.64895, 1.39226, 1.74857], [-2.99627, -4.24114, 3.55276], [2.26523, 3.77281, 5.35814], [-0.75906, -1.46793, 0.28776], [5.56894, 1.37679, 4.06025], [-0.60833, 1.79059, -5.47519], [4.38468, -0.27956, -3.19434], [3.99494, -1.37101, -2.42986], [-1.95828, -0.98541, -2.92735], [-1.64948, -2.09022, -5.41994], [0.15792, 1.91736, 1.59886], [5.33798, -0.27255, -3.70990], [-3.96737, -3.23595, 3.72867], [3.23789, 2.65528, -0.05931], [-1.11879, -0.46889, 2.69767], [3.97327, 2.57260, 4.85671], [-2.82249, -1.83647, 2.15037], [-1.72341, 3.91558, -3.09379], [-1.20998, 2.77964, 1.93214], [2.26580, 3.22205, 3.28947], [-2.07668, -2.88679, -2.18829], [-1.69192, 4.95215, -2.79141], [-1.94819, -2.29901, -3.09022], [-1.57920, -0.07526, -6.14232], [-4.67793, 0.74699, -0.22208], [-4.86435, -2.12212, -1.02775], [2.93387, 2.54034, 2.27800], [2.03460, 2.62091, -3.21329], [-5.64294, -0.63572, -0.75700], [1.33181, 3.72603, 3.07308], [1.52787, 1.94752, -2.74686], [0.32525, -2.62868, 2.80904], [3.83841, 1.67919, -3.87369], [-2.42476, 1.67765, -2.64947], [-1.78811, -2.91632, -4.32457], [0.60397, -0.27775, -1.07186], [-1.22632, -4.80955, 2.49216], [-1.97414, -4.04356, 2.66665], [-2.88807, 3.23763, -1.41151], [-1.78141, -3.99234, -4.41560], [2.31527, 0.83958, -2.62826], [-3.06512, -5.17361, 4.10335], [-2.38261, 2.95820, -2.33037], [1.10133, 2.39129, 0.65004], [-1.81320, -0.20432, -3.99106], [0.48883, 0.75321, 2.15020], [-1.13660, 2.14024, -4.60036], [1.76741, -1.72248, 2.37690], [-1.79968, 1.26629, -3.74114], [-2.56063, -0.33282, -0.15069], [4.63860, -2.23743, -2.33725], [-0.00160, -1.20165, 4.83964], [4.64469, 1.89892, 3.84487], [-3.81908, -2.07135, 2.99097], [1.90017, -0.25199, -1.85426], [-1.10903, 3.47228, -4.24658]],
  "forces_ev_per_angstrom": [[0.100, -0.089, 0.134], [-0.006, 0.057, -0.145], [0.093, -0.062, 0.173], [-0.037, 0.017, -0.019], [-0.346, -0.071, -0.360], [0.056, 0.013, 0.049], [0.002, 0.001, 0.003], [-0.152, -0.105, -0.146], [-0.011, -0.028, -0.051], [0.007, 0.001, -0.002], [-0.100, 0.008, 0.013], [-0.002, -0.013, 0.010], [-0.006, 0.003, -0.021], [-0.093, -0.226, -0.150], [-0.001, -0.003, 0.002], [0.011, 0.013, 0.016], [0.005, -0.005, -0.009], [0.012, -0.003, 0.007], [-0.070, 0.037, 0.012], [0.041, -0.046, -0.001], [0.014, -0.063, -0.030], [-0.045, 0.011, -0.036], [0.006, 0.000, -0.008], [0.000, 0.014, 0.010], [-0.002, 0.002, 0.007], [0.181, -0.038, 0.171], [-0.004, -0.006, 0.001], [-0.018, 0.019, 0.013], [-0.003, -0.001, 0.000], [-0.145, -0.128, -0.144], [0.000, -0.002, -0.001], [0.006, -0.011, 0.008], [0.008, 0.000, -0.001], [-0.003, -0.001, 0.008], [0.016, 0.014, 0.017], [0.002, -0.024, -0.011], [0.045, -0.181, 0.054], [-0.003, -0.002, -0.001], [0.020, -0.016, -0.014], [0.045, 0.033, -0.092], [0.099, 0.107, 0.097], [-0.010, 0.003, -0.009], [-0.039, -0.089, -0.015], [0.001, -0.005, -0.026], [-0.143, 0.122, 0.037], [-0.002, 0.001, -0.009], [-0.018, -0.011, 0.007], [0.007, -0.002, 0.002], [0.006, -0.011, 0.044], [0.005, 0.016, 0.014], [0.024, 0.068, -0.024], [0.104, 0.043, -0.121], [-0.015, -0.006, 0.015], [0.014, 0.020, 0.040], [-0.003, -0.098, 0.365], [-0.001, -0.004, 0.004], [-0.066, 0.014, -0.044], [0.333, 0.168, 0.312], [-0.002, 0.002, 0.008], [-0.026, -0.051, 0.058], [0.015, 0.000, 0.011], [-0.116, 0.293, -0.078], [0.005, -0.006, 0.001], [0.002, 0.022, -0.004], [-0.025, -0.012, -0.009], [-0.005, 0.001, 0.000], [0.005, 0.035, 0.056], [-0.001, 0.004, 0.000], [0.014, 0.021, 0.040], [0.091, 0.030, -0.089], [0.079, -0.054, -0.048], [-0.035, 0.202, -0.135], [0.090, -0.030, 0.024], [-0.002, 0.001, -0.039], [0.002, 0.054, -0.045], [0.021, -0.001, 0.071], [-0.003, 0.000, -0.003], [-0.028, -0.016, -0.013], [0.002, 0.005, -0.002], [-0.015, 0.012, 0.005], [0.004, 0.016, 0.012], [0.011, 0.016, 0.020]],
  "lowdin_charge": [0.016, 0.256, -0.102, -0.068, -0.213, 0.067, 0.096, -0.344, -0.043, 0.074, -0.433, 0.693, -0.043, -0.143, 0.092, 0.098, -0.026, -0.084, -0.209, -0.219, 0.133, 0.107, 0.107, 0.089, 0.695, 0.122, 0.117, -0.126, 0.098, -0.173, 0.094, 0.101, -0.117, -0.115, 0.121, -0.675, -0.883, 0.089, -0.114, 0.064, 0.086, -0.107, 0.025, -0.099, 0.634, -0.032, 0.091, 0.098, -0.133, 0.097, 0.260, 0.296, -0.142, 0.100, -1.909, 0.092, 0.040, 0.028, 0.106, 0.121, -0.098, -0.516, 0.097, -0.071, 0.104, 0.099, -0.260, 0.085, -0.114, 0.104, -0.193, 0.048, -0.077, 0.068, -0.211, 0.898, 0.086, 0.107, -0.092, -0.169, -0.064, -0.682]
}